Entry from the OMol25 dataset: a structure of composition C2H3I2NO2 at a distorted geometry (ωB97M-V with the def2-TZVPD basis set).

Last column: natural (NBO) charge in e.
CARTESIAN COORDINATES (ANGSTROEM)
C 0.9690 1.2806 -0.4811  -0.26
C -0.6437 -0.2701 0.5886  -0.48
N -0.4323 -1.4148 -0.2339  0.41
O -1.0199 -1.6098 -1.2573  -0.39
O 0.4175 -2.1516 0.1583  -0.39
I 0.2557 -0.3133 2.4375  0.29
I -2.5859 0.3872 0.2830  0.27
H 0.8675 1.1410 -1.4788  0.19
H 0.4493 2.0330 -0.0594  0.18
H 1.7229 0.9178 0.0431  0.18

Computed properties:
E = -878.3809 a.u.
Charge = 0
Frontier orbital gap = 7.256 eV
ΔE to the lowest compared entry with this formula, charge and spin = 590.5 kJ/mol
E_HOMO = -8.97 eV
Molecular weight = 326.9 u